Below is the molecule C6H14N2, with properties calculated with wB97M-V/def2-TZVPD.

Summary:
- gap between HOMO and LUMO (alpha / beta) (eV) = 6.9 / 6.9
- calculated total energy (eV) = -9424.847
- total charge = 0
- E_LUMO (alpha / beta) (eV) = -0.27 / -0.29

Geometry as XYZ:
```
22
Properties=species:S:1:pos:R:3:forces:R:3
C -1.3826 0.0464 -0.8409 -0.07 0.69 0.51
C 1.5318 -1.1000 2.1330 2.00 0.17 -1.42
C 2.4688 0.4312 0.5730 0.08 0.23 -0.19
C -1.6473 0.4298 -2.2971 -0.07 -0.10 0.20
C -1.7844 1.1823 0.1082 -0.12 -0.18 -0.14
N 1.9045 -0.8690 0.8861 -0.53 0.34 2.31
C 0.3688 -1.2081 0.0755 -1.89 -1.15 1.17
N 0.0321 -0.2354 -0.7065 0.63 -0.43 -0.81
H -1.9911 -0.8410 -0.5894 0.11 0.14 -0.06
H 0.6131 -2.2110 -0.2823 0.45 0.04 0.08
H -0.2462 -1.3635 1.1172 0.10 0.09 -1.69
H 1.3172 -2.1202 2.4254 -0.48 0.01 -0.13
H 1.7167 -0.3785 2.9297 -0.15 0.11 -0.10
H 3.5499 0.3612 0.6968 -0.03 0.07 0.10
H 2.2552 0.6591 -0.4696 -0.10 -0.04 0.03
H 2.0617 1.2448 1.1839 0.12 -0.11 0.06
H -1.2239 2.0856 -0.1348 0.01 0.02 -0.04
H -1.0520 1.3035 -2.5634 0.03 0.00 0.02
H -2.7018 0.6658 -2.4465 -0.06 0.01 -0.01
H -1.3741 -0.3862 -2.9656 0.03 0.00 0.01
H -1.5646 0.9131 1.1422 -0.01 -0.02 0.05
H -2.8519 1.3901 0.0251 -0.05 0.09 0.07
```
Forces are in eV/Å.